# 1
Formula: C40H44N10O3S2Sc
Source: the Open Molecules 2025 dataset
Level of theory: wB97M-V/def2-TZVPD

Computed properties:
Kohn-Sham gap	0.22028	Eh
charge	+1
calculated total energy	-3880.945716	Ha

Structure (XYZ):
```
100
C40H44N10O3S2Sc (wB97M-V/def2-TZVPD)
Sc 0.87996 0.96752 -0.12578
C 2.68164 -0.58390 5.44558
C 1.55789 0.33453 4.98486
N 2.00749 1.38105 4.07677
C 2.21040 1.25044 2.75823
S 1.82359 -0.25011 1.96122
N 2.73955 2.26982 2.12586
N 2.75073 2.07765 0.77539
C 3.76704 2.52011 0.12585
C 4.94820 3.17615 0.76199
C 3.68005 2.37747 -1.33475
C 4.60852 2.96352 -2.18554
C 4.42148 2.88220 -3.55528
C 3.29787 2.23276 -4.03530
C 2.43519 1.65946 -3.11778
N 2.62440 1.69482 -1.80094
H 2.29549 -1.34454 6.12645
H 3.13548 -1.08741 4.59108
H 3.45643 -0.02018 5.96776
H 0.77752 -0.23739 4.48626
H 1.09512 0.83085 5.83759
H 2.31745 2.25820 4.46599
H 4.93146 2.99725 1.83090
H 5.87854 2.79357 0.33849
H 4.92476 4.25765 0.59535
H 5.45758 3.49462 -1.77805
H 5.13159 3.33731 -4.23346
H 3.08761 2.16633 -5.09409
H 1.53914 1.16003 -3.45396
S -0.72145 2.29240 1.15173
C -1.61157 1.12220 2.10157
N -2.28056 1.50898 3.13610
N -3.01371 0.68366 3.87701
C -3.71384 -0.47893 3.42471
C -4.51691 -0.41369 2.28794
C -5.25023 -1.52109 1.89574
C -5.19321 -2.69979 2.63601
C -4.39895 -2.75682 3.76935
C -3.65472 -1.64938 4.16328
N -1.56367 -0.23296 1.79298
N -0.78561 -0.61268 0.90332
C -0.81549 -2.05546 0.80486
C 0.25735 -2.71016 0.22742
C 0.23350 -4.09217 0.07877
C -0.86206 -4.82238 0.51015
C -1.93552 -4.16177 1.10487
C -1.92002 -2.78436 1.24830
H -3.41237 1.16384 4.66822
H -4.56447 0.50979 1.72291
H -5.89800 -1.46405 1.02795
H -5.77657 -3.55843 2.32880
H -4.35197 -3.66598 4.35579
H -3.02041 -1.69259 5.04039
H 1.11562 -2.14870 -0.11457
H 1.08328 -4.59683 -0.36432
H -0.87914 -5.89910 0.39788
H -2.78692 -4.72438 1.47382
H -2.76073 -2.27321 1.69768
O -4.99568 -3.87091 -0.93805
C -5.31425 -2.63269 -1.36434
O -6.45585 -2.31761 -1.53906
C -4.16456 -1.70121 -1.59847
C -2.88609 -2.15786 -1.88351
C -1.83047 -1.26988 -1.95266
C -2.04524 0.08531 -1.77179
C -3.33717 0.55479 -1.53259
C -4.38839 -0.33862 -1.45466
N -0.94944 1.00444 -1.75277
C -1.13478 2.08556 -2.40122
C -0.31774 3.26959 -2.15840
C -0.55341 4.43785 -2.86409
C 0.11153 5.59422 -2.48710
C 0.95623 5.53522 -1.39592
C 1.13944 4.31974 -0.75083
N 0.54133 3.19549 -1.13392
H -4.06511 -3.92060 -0.67580
H -2.68781 -3.21539 -2.01805
H -0.82892 -1.63521 -2.07210
H -3.49759 1.60806 -1.33745
H -5.39418 0.00309 -1.24519
H -1.99632 2.19967 -3.05838
H -1.26434 4.43834 -3.68052
H -0.05040 6.52369 -3.01711
H 1.46781 6.41471 -1.03076
H 1.77620 4.25297 0.12166
C 3.85780 -1.21554 -0.76418
C 3.16342 -1.45544 -2.07907
O 1.78137 -1.04366 -2.08172
C 1.21361 -1.36604 -3.35972
C 0.92388 -2.83744 -3.57441
H 4.91710 -1.44168 -0.90256
H 3.48345 -1.86458 0.02554
H 3.77478 -0.18725 -0.41793
H 3.21735 -2.52023 -2.31543
H 3.66912 -0.91025 -2.88465
H 1.88704 -1.01230 -4.14796
H 0.29160 -0.79346 -3.43034
H 1.82063 -3.45639 -3.55908
H 0.47626 -2.94726 -4.56469
H 0.22403 -3.23695 -2.84009
```



# 2
Formula: C17H52O16
Source: the Open Molecules 2025 dataset
Level of theory: wB97M-V/def2-TZVPD

Computed properties:
Kohn-Sham gap	0.37655	Eh
calculated total energy	-1882.584187	Ha
SMILES	OCCO.OCCO.OCCO.OCCO.OCCO.OCCO.OCCO.CCO.CO

Structure (XYZ):
```
85
C17H52O16 (wB97M-V/def2-TZVPD)
C -4.49280 -0.73885 1.17520
O -3.92749 0.55166 1.00271
H -3.88681 -1.58647 0.84755
H -4.84292 -0.93101 2.18944
H -5.40652 -0.82288 0.56639
H -3.35108 0.47021 0.22991
C 1.35550 3.98917 2.14027
C -0.06016 4.36329 2.55879
O -0.25300 4.00217 3.92709
O 1.64057 4.39945 0.80329
H 1.55445 2.91569 2.28512
H 2.08252 4.51884 2.76132
H -0.85312 3.94681 1.92501
H -0.09575 5.45394 2.42234
H -0.79564 4.68510 4.32993
H 0.85923 4.17859 0.26936
C 4.14730 -3.11720 0.38060
C 3.21849 -3.14515 -0.83237
O 2.20032 -2.12282 -0.74280
O 4.90584 -1.92820 0.46230
H 4.76860 -4.00662 0.27478
H 3.49256 -3.21199 1.25696
H 2.72337 -4.09516 -0.99061
H 3.86124 -2.79682 -1.64990
H 2.47551 -1.42171 -0.14136
H 4.28719 -1.22967 0.75584
C -0.17512 -5.16870 -1.57490
C -0.96193 -3.89759 -1.84316
O -0.16141 -2.88105 -2.42932
O 0.48365 -5.22437 -0.32688
H 0.55752 -5.22812 -2.39018
H -0.80785 -6.04595 -1.77325
H -1.33923 -3.53798 -0.87687
H -1.72435 -4.06133 -2.60260
H 0.53049 -2.56676 -1.83087
H -0.13614 -5.60656 0.30237
C -1.83396 4.90456 -1.25561
C -2.99093 4.49230 -2.15577
O -2.47009 3.98265 -3.33344
O -0.78390 3.94750 -1.26501
H -2.12563 5.07935 -0.21883
H -1.40023 5.88463 -1.49801
H -3.72661 5.30698 -2.18784
H -3.54773 3.73189 -1.58580
H -3.09370 3.39471 -3.79404
H -0.41009 3.92144 -2.15195
C 4.80278 1.42386 -0.91299
C 3.40797 1.27920 -0.30160
O 3.31676 0.34895 0.80451
O 5.23378 0.17050 -1.45522
H 5.51157 1.74575 -0.14282
H 4.79540 2.12569 -1.74227
H 2.75147 0.90610 -1.08539
H 3.07900 2.24306 0.09475
H 3.33897 0.83757 1.63198
H 5.09777 -0.46030 -0.72588
C 1.16625 -3.30841 4.75454
C 1.15995 -2.15147 3.74883
O 2.01733 -1.12922 4.28381
O 0.28893 -4.34307 4.33171
H 0.79800 -2.91675 5.70874
H 2.19785 -3.66690 4.80985
H 0.13580 -1.76079 3.74080
H 1.44185 -2.48895 2.75575
H 1.55458 -0.82349 5.07147
H 0.32628 -5.07532 4.95030
C -3.52419 -0.12694 -2.77992
C -4.33032 0.57041 -3.86354
O -3.55762 1.62564 -4.43747
O -4.16906 -1.27642 -2.25803
H -3.46110 0.60107 -1.96739
H -2.48076 -0.33537 -3.04426
H -5.19511 1.04505 -3.39841
H -4.75699 -0.13890 -4.58306
H -2.83194 1.19292 -4.90586
H -3.98088 -2.02256 -2.83539
C -0.52023 -0.19580 0.91992
C -0.07057 0.59051 -0.31223
O -1.25351 0.91899 -1.04753
H -0.86784 -1.15205 0.52366
H -1.35773 0.28497 1.41488
H 0.33896 -0.31740 1.57751
H 0.68665 0.13529 -0.95307
H 0.39882 1.51709 0.06166
H -0.97901 1.37953 -1.84754
```